A 8-piece molecular cluster, C34H52FN2O16 overall in a non-equilibrium geometry. Source: OMol25; level of theory: ωB97M-V with the def2-TZVPD basis set.

CARTESIAN COORDINATES (ANGSTROEM)
O  -0.28961  -0.95044  6.21668
C  -1.04180  -0.52783  5.19716
F  -2.48362  -0.18644  5.49100
N  -0.60438  -0.36410  3.75757
C  0.76744  0.27299  3.63394
O  1.57469  -0.18750  2.66196
C  1.22102  1.50285  4.61792
C  2.83950  1.88908  4.72696
C  2.65518  3.10723  5.85800
C  1.20674  3.76157  5.42344
N  0.66187  2.89790  4.26673
H  -0.69084  -1.24583  3.20261
H  0.90429  1.40895  5.74096
H  3.59371  1.02382  5.00661
H  3.22593  2.52648  3.79889
H  2.58000  2.46476  6.84782
H  3.57000  3.80438  6.07118
H  0.29802  3.68308  6.19323
H  1.29428  4.88609  5.04970
H  1.19493  3.26502  3.43757
H  -0.35770  2.98058  4.06253
O  -1.64202  3.68118  6.44143
C  -2.09017  3.14220  7.43984
O  -3.02699  3.70051  8.26134
C  -3.23574  2.84434  9.38347
C  -2.78086  1.48072  8.93341
C  -1.66779  1.80532  7.96950
H  -2.64645  3.22220  10.22556
H  -4.29403  2.85065  9.66026
H  -2.46994  0.83615  9.75985
H  -3.59449  0.97611  8.39827
H  -0.70594  1.91039  8.47902
H  -1.60307  1.06610  7.16777
O  4.40549  2.30403  2.19173
C  5.54531  1.94037  2.42993
O  6.32667  2.45750  3.42303
C  7.62861  1.87921  3.34362
C  7.44420  0.58558  2.59433
C  6.30649  0.90551  1.65803
H  8.28839  2.57531  2.81515
H  8.02107  1.71464  4.35135
H  8.35083  0.25121  2.08308
H  7.13645  -0.20512  3.28937
H  6.66122  1.34667  0.72242
H  5.68867  0.02609  1.46222
O  6.12297  -0.06819  -1.69615
C  5.40803  0.89367  -1.92391
O  5.74309  2.18637  -1.63959
C  4.63396  3.03362  -1.93591
C  3.79754  2.26305  -2.92361
C  4.02877  0.83252  -2.50706
H  4.09400  3.24030  -1.00591
H  4.99306  3.97821  -2.35473
H  2.74432  2.55601  -2.91677
H  4.18514  2.41732  -3.93799
H  3.32632  0.51603  -1.73104
H  3.99223  0.15457  -3.36290
O  -1.24300  3.71695  0.07770
C  -1.76895  2.62541  -0.06402
O  -2.68380  2.33182  -1.03410
C  -3.16657  1.00386  -0.83601
C  -2.10404  0.31146  -0.02328
C  -1.54731  1.43310  0.81659
H  -4.12517  1.05562  -0.30915
H  -3.32011  0.51903  -1.80450
H  -2.48915  -0.52587  0.56470
H  -1.32077  -0.07344  -0.68762
H  -2.11040  1.56465  1.74472
H  -0.48468  1.28891  1.02497
O  1.88754  -0.03291  -4.34088
C  2.14959  -1.17144  -4.69197
O  2.54678  -2.16602  -3.84506
C  2.87178  -3.32781  -4.60689
C  2.13598  -3.16674  -5.91134
C  2.12996  -1.67142  -6.10469
H  3.95768  -3.36329  -4.74376
H  2.55312  -4.22405  -4.06667
H  2.59936  -3.71290  -6.73726
H  1.10572  -3.52712  -5.80311
H  3.03011  -1.32402  -6.61933
H  1.23100  -1.33825  -6.62842
O  -4.38329  -1.08491  -1.81467
C  -4.84358  -1.16078  -2.94186
O  -4.44156  -0.38543  -3.99134
C  -5.26438  -0.66568  -5.12281
C  -5.83407  -2.03705  -4.87043
C  -5.95311  -2.07384  -3.36780
H  -6.04241  0.10219  -5.18770
H  -4.66036  -0.63621  -6.03435
H  -6.78055  -2.21211  -5.38877
H  -5.12067  -2.80175  -5.20105
H  -6.90637  -1.66209  -3.02491
H  -5.80438  -3.08354  -2.97818
O  -7.37562  -5.02045  -6.27702
C  -6.39249  -5.27880  -6.95148
O  -5.72541  -4.36864  -7.72011
C  -4.69963  -5.03685  -8.45294
C  -4.42205  -6.30248  -7.68479
C  -5.77025  -6.63446  -7.09694
H  -5.06706  -5.23690  -9.46495
H  -3.81526  -4.39624  -8.51710
H  -4.00690  -7.10069  -8.30580
H  -3.70956  -6.09721  -6.87656
H  -6.37621  -7.23427  -7.78167
H  -5.67443  -7.13033  -6.12826

Calculated values
largest force on an atom	0.189	Eh/bohr
total charge	+1
Kohn-Sham gap	7.82	eV

Atom charges from the Löwdin analysis, given in e for atoms 1 to 6: 0.054 -0.189 -0.013 0.132 -0.186 0.020

---

C34H52N2OPTi as an isolated structure in a non-equilibrium geometry. Source: OMol25; level of theory: ωB97M-V with the def2-TZVPD basis set.

CARTESIAN COORDINATES (ANGSTROEM)
C  2.18440  0.07550  0.85840
C  2.22580  -0.62650  -0.36810
C  1.86280  0.26530  -1.40240
H  2.47480  -1.66570  -0.48770
C  1.62990  1.52610  -0.81500
C  1.83060  1.40940  0.57140
H  1.29240  2.40740  -1.32930
C  -1.29790  -1.52800  1.22920
C  -0.20090  -2.24520  0.72370
C  -0.29590  -2.24890  -0.68470
H  0.59110  -2.68680  1.30470
C  -1.44500  -1.52730  -1.07270
C  -2.06170  -1.08790  0.12840
H  1.79810  0.03590  -2.45230
H  1.65940  2.18740  1.29470
H  2.39900  -0.33170  1.83200
H  -2.94480  -0.47990  0.19860
H  0.41100  -2.70320  -1.35530
H  -1.50210  -1.31670  2.26550
Ti  0.00000  0.00000  0.00000
C  -1.97600  -1.31930  -2.47540
C  -3.48440  -1.59050  -2.45500
C  -1.29360  -2.26930  -3.45450
H  -3.67890  -2.60090  -2.09780
H  -3.90230  -1.48130  -3.45030
H  -3.99700  -0.89940  -1.78750
H  -1.48430  -3.30730  -3.18710
H  -0.21500  -2.11430  -3.46430
H  -1.67310  -2.10520  -4.45690
C  -1.67900  0.13690  -2.85650
C  -2.21680  0.65890  -4.17140
H  -0.59440  0.27730  -2.86310
H  -2.03570  0.79800  -2.06760
O  -3.12410  0.14470  -4.81690
N  -1.61570  1.80170  -4.61570
C  -0.42910  2.43200  -4.08440
H  -1.94000  2.09670  -5.52320
C  0.88840  1.85430  -4.55030
C  2.07010  2.47810  -4.15380
H  2.02420  3.34940  -3.51210
C  3.29990  1.98770  -4.55960
H  4.20750  2.48390  -4.24260
C  3.36930  0.85510  -5.36210
H  4.32950  0.46770  -5.67480
C  2.19940  0.22300  -5.75160
H  2.24210  -0.66060  -6.37460
C  0.96600  0.72200  -5.35020
H  0.05840  0.22760  -5.66820
H  -0.45680  2.40640  -2.99610
H  -0.46980  3.48760  -4.35400
C  -0.46410  -2.33080  4.46250
C  0.51710  -1.13270  4.53740
C  0.83630  -0.95350  6.04190
C  1.83710  -1.63010  3.91720
P  -0.18660  0.59400  3.78610
N  -0.23450  0.77780  2.10270
C  -2.04870  0.92920  4.35820
C  -2.25040  0.66680  5.86840
C  -2.48410  2.37690  4.07580
C  -3.07200  0.04320  3.61970
C  0.93140  2.13000  4.34840
C  2.43120  1.83590  4.12120
C  0.58870  3.44200  3.57980
C  0.78490  2.49040  5.84770
H  -0.04410  -3.20660  5.00540
H  -0.61460  -2.72400  3.45090
H  -1.42770  -2.11710  4.94810
H  1.16050  -1.91340  6.50250
H  1.69480  -0.27960  6.19080
H  -0.01910  -0.59400  6.63240
H  1.69090  -1.95060  2.88720
H  2.65590  -0.89820  3.97020
H  2.20620  -2.53850  4.44330
H  -1.57400  1.25930  6.50290
H  -3.28850  0.91820  6.17640
H  -2.11400  -0.39920  6.11720
H  -2.30260  2.64910  3.01450
H  -3.56700  2.51580  4.28710
H  -1.99680  3.07710  4.76870
H  -3.04780  0.24660  2.53030
H  -2.93130  -1.03150  3.82300
H  -4.10710  0.26830  3.95910
H  2.66720  1.55770  3.08960
H  3.05150  2.72520  4.36680
H  2.79170  1.04270  4.79330
H  -0.36960  3.89020  3.85090
H  1.33220  4.23500  3.81430
H  0.54260  3.33780  2.49420
H  -0.22490  2.86340  6.08080
H  1.01290  1.66630  6.53440
H  1.47570  3.32010  6.11580

Calculated values
largest force on an atom	0.117	Eh/bohr
total charge	0
energy above the lowest of the compared OMol25 structures with the same formula, charge and spin	28.5	kcal per mole
Kohn-Sham gap (alpha / beta)	6.87 / 6.77	eV
2S+1	2

Atom charges from the Löwdin analysis, given in e for atoms 1 to 6: -0.166 -0.162 -0.177 0.113 -0.167 -0.187

---

C34H52N3O3SV as an isolated structure. Source: OMol25; level of theory: ωB97M-V with the def2-TZVPD basis set.

CARTESIAN COORDINATES (ANGSTROEM)
V  0.24111  0.10174  0.21899
C  0.45199  2.33635  0.90165
C  -0.95891  2.17633  0.83027
C  -1.28336  2.16648  -0.58773
C  -0.07280  2.29289  -1.28580
C  1.01783  2.35527  -0.38879
C  2.46005  2.68802  -0.72440
C  2.90515  2.00249  -2.01748
C  3.39961  2.24088  0.39766
C  2.57760  4.20862  -0.89901
C  -2.62048  2.21896  -1.34295
C  -3.10025  3.67935  -1.41681
C  -2.46819  1.76171  -2.80407
C  -3.71509  1.32976  -0.74438
C  -1.82610  2.29995  2.09656
C  -0.94891  2.68059  3.30063
C  -2.85982  3.42950  1.99031
C  -2.51459  0.98526  2.48367
H  1.01046  2.48303  1.81051
H  0.01435  2.33397  -2.35987
H  2.88535  0.91516  -1.90362
H  3.92656  2.29401  -2.26991
H  2.26835  2.28750  -2.85826
H  3.34081  1.15679  0.52925
H  3.15561  2.72750  1.34359
H  4.43203  2.49697  0.15106
H  1.92506  4.55455  -1.70213
H  3.60387  4.49502  -1.14113
H  2.28249  4.72405  0.01659
H  -2.36740  4.28026  -1.95778
H  -3.23359  4.12641  -0.43682
H  -4.05077  3.73700  -1.95319
H  -1.74086  2.35877  -3.35273
H  -3.42736  1.88020  -3.31173
H  -2.18631  0.71218  -2.87536
H  -4.03994  1.65069  0.24009
H  -3.37343  0.29319  -0.66657
H  -4.59166  1.34545  -1.39600
H  -0.46579  3.64818  3.16112
H  -0.17596  1.93307  3.48570
H  -1.57313  2.74032  4.19446
H  -2.38144  4.35585  1.66780
H  -3.30912  3.60540  2.97069
H  -3.67053  3.20903  1.30328
H  -1.76303  0.27936  2.84301
H  -3.04303  0.52005  1.65548
H  -3.22743  1.15486  3.29539
C  -2.57278  -2.91878  1.90084
C  -3.33530  -3.29785  0.81042
C  -2.96465  -2.85757  -0.44815
C  -1.84960  -2.03961  -0.57867
N  -1.14925  -1.61797  0.48688
C  -1.50014  -2.07358  1.69411
C  -1.32591  -1.60782  -1.90110
C  -1.76525  -2.16819  -3.09430
C  -1.14728  -1.80192  -4.27746
C  -0.10346  -0.89249  -4.23373
C  0.24820  -0.35487  -3.00766
N  -0.35595  -0.68855  -1.86877
H  -2.81517  -3.25277  2.89960
H  -4.20356  -3.93096  0.93411
H  -3.54458  -3.13982  -1.31352
H  -0.88805  -1.72598  2.51432
H  -2.56241  -2.89614  -3.10419
H  -1.47282  -2.22798  -5.21689
H  0.42097  -0.59019  -5.12886
H  1.03185  0.38488  -2.92714
O  3.86229  -2.29092  0.00045
C  2.55925  -2.16862  -0.09320
O  2.02817  -1.08395  -0.23343
C  1.78771  -3.48168  -0.03079
N  2.72348  -4.57183  0.28531
C  2.60367  -5.62845  -0.73948
C  2.17639  -4.85235  -1.97504
C  1.18224  -3.84089  -1.40431
H  1.00727  -3.34605  0.72103
H  2.60404  -4.92767  1.22357
H  3.99433  -3.27205  0.12973
H  1.83784  -6.36169  -0.46791
H  3.55171  -6.14935  -0.85944
H  1.73789  -5.49077  -2.73892
H  3.03514  -4.33944  -2.41340
H  0.20604  -4.30471  -1.25481
H  1.04619  -2.96307  -2.03369
C  1.46787  -0.22085  4.77859
S  1.93191  0.29799  3.13263
C  3.42464  -0.67324  2.97922
O  0.91370  -0.38810  2.23733
H  1.38494  -1.30662  4.80350
H  0.51003  0.24252  5.00661
H  2.22225  0.13048  5.48160
H  4.15430  -0.30280  3.69857
H  3.80314  -0.53980  1.96817
H  3.18968  -1.72088  3.16702

Calculated values
largest force on an atom	0.003	Eh/bohr
total charge	+1
energy above the lowest of the compared OMol25 structures with the same formula, charge and spin	11.5	kcal per mole
Kohn-Sham gap (alpha / beta)	5.65 / 6.73	eV
2S+1	4

Atom charges from the Löwdin analysis, given in e for atoms 1 to 6: 0.825 -0.132 -0.157 -0.144 -0.073 -0.252

---

Number 1: E_tot -2739.65621 Eh. Number 2: E_tot -2702.28220 Eh. Number 3: E_tot -3058.83519 Eh.